The following is a quantum chemistry calculation of an isolated ion of composition C26H46F11N4O2S and charge +1, from OMol25.

Structure (XYZ):
```
90
C26H46F11N4O2S, DFT ωB97M-V with the def2-TZVPD basis set
S 2.89 -3.13 7.11
F 3.63 -5.40 5.88
F 5.51 -3.96 4.03
F 3.91 -1.83 7.30
F 2.03 0.73 -1.76
F 4.47 -1.99 4.49
F -0.51 0.77 3.48
F 3.59 -3.93 8.43
F 5.32 -4.08 6.60
F 1.82 -4.44 7.01
F 2.01 -2.42 5.89
F 1.85 -2.41 8.20
O -5.78 -2.81 1.25
O -6.35 -0.52 1.48
N 0.84 0.11 -1.84
N -2.54 -6.07 -1.16
N -0.86 -1.28 -0.70
N 1.28 -0.53 0.41
C 2.95 -1.90 1.67
C 0.36 6.13 -4.24
C -1.81 -3.69 -0.76
C -3.20 -0.85 0.39
C -0.26 2.83 -2.56
C -0.54 0.23 2.13
C 0.54 3.57 -3.77
C -0.90 1.50 -3.20
C -0.53 7.73 -2.26
C 3.53 -3.37 1.92
C -0.04 7.41 -3.77
C -4.61 -1.26 -0.28
C 1.47 -1.90 0.98
C -5.63 -1.61 0.91
C 0.39 -0.54 -0.77
C 0.09 0.21 -3.12
C 4.26 -3.40 4.51
C -2.09 -0.47 -0.74
C -1.52 3.74 -2.07
C 4.04 -4.03 5.96
C 1.12 5.02 -3.36
C 0.87 0.48 1.43
C -0.07 8.68 -4.78
C 3.18 -3.89 3.40
C -1.34 -5.17 -1.15
C -0.89 -2.54 -1.48
H -1.67 7.57 -2.25
H 0.03 7.09 -1.50
H -3.37 0.10 1.03
H 0.11 5.87 -5.32
H -0.92 -0.84 2.09
H -4.54 -2.18 -0.95
H 0.91 1.52 0.95
H 1.40 2.89 -4.11
H -0.77 8.50 -5.67
H -1.00 1.71 -4.33
H 0.97 8.96 -5.15
H -3.04 -6.03 -2.06
H 3.20 -4.14 1.14
H 4.68 -3.28 1.79
H -1.89 0.66 -0.65
H 0.40 2.65 -1.65
H -2.86 -3.55 -1.22
H 3.28 -5.04 3.37
H -0.47 9.62 -4.24
H 1.46 -2.73 0.19
H -1.32 4.86 -2.17
H -0.62 -5.55 -0.35
H -1.91 -3.49 0.36
H -1.36 -2.42 -2.53
H -0.14 3.75 -4.68
H 0.89 0.42 -3.93
H 2.24 5.13 -3.62
H -2.62 -0.62 -1.75
H 0.74 -2.18 1.82
H 3.62 -1.37 0.90
H -5.65 0.07 1.85
H 2.12 -3.54 3.64
H 2.98 -1.25 2.62
H -4.97 -0.37 -0.91
H -0.44 -0.74 -3.45
H 1.66 0.49 2.27
H -2.84 -1.67 1.11
H -1.31 0.87 1.56
H -3.20 -5.68 -0.47
H 0.16 -2.98 -1.60
H -1.96 1.27 -2.84
H -0.38 8.86 -2.09
H -1.85 3.47 -1.01
H 0.97 5.30 -2.26
H -2.37 3.50 -2.82
H -0.88 -5.24 -2.21
```

molar mass	687.7	g mol⁻¹
SMILES string	CC(C)=CCC[C@@H](C)CCN(F)/C(N(CCF)CCCCC(F)(F)C(F)(F)S(F)(F)(F)(F)F)=[N+](\CCCN)CCCC(=O)O
total charge	+1
E_LUMO	-4.3	eV
frontier orbital gap	6.12	eV
multiplicity	1